[1]
DFT (wB97M-V/def2-TZVPD) results for a structure of composition C30H38IrN9O5 at a distorted geometry.

E_HOMO = -6.8434 eV
E_LUMO = 0.5 eV
orbital gap = 7.3480 eV

```
! RIJCOSX wB97M-V def2-TZVPD def2/J DEFGRID3
* xyz 0 1
Ir -0.2792 0.4182 0.2307
O 1.0777 -1.2230 0.7825
O -1.3138 -0.5918 1.7217
O 2.9730 -1.5620 1.7775
O 1.9103 0.2940 2.0732
O -1.2985 1.7665 -0.8747
N -0.7680 -0.9638 -1.2508
N 2.0286 -0.8186 1.5876
N -0.7752 1.1953 3.0713
N -2.7014 -1.9151 -0.4023
N -0.6027 1.7664 1.8105
N 1.2305 0.7483 -1.2179
N -1.0813 -3.2915 -1.2949
N 2.8915 2.1003 -0.2415
N 3.5146 0.2330 -1.4088
C 0.9370 0.1363 -2.4585
C 3.3425 -1.1913 -1.6227
C -0.8292 3.0281 1.7606
C -1.1743 -0.0317 2.8943
C 0.3340 -3.6097 -1.3898
C -1.7068 3.8484 -1.7959
C 1.5656 0.4786 -3.6499
C -0.0814 -0.8189 -2.4605
C -2.0010 -4.3314 -1.7171
C 3.9804 2.0136 0.7267
C -3.1654 -2.8755 0.5884
C -2.0187 -2.4685 6.2914
C -1.5188 -2.2529 3.9510
C -1.9727 -1.0865 6.4267
C 1.9980 3.2198 -0.0356
C -1.7869 -3.0505 5.0536
C 4.7683 0.7829 -1.8823
C -3.4120 -0.6430 -0.4199
C -1.1876 5.1447 0.5822
C -1.4762 -0.8694 4.0834
C 1.2186 -0.1520 -4.8360
C 2.5037 1.0281 -0.9569
C -1.7896 5.2197 -1.7219
C 0.2164 -1.1141 -4.8368
C -1.6986 -0.2883 5.3281
C -1.4984 -2.0432 -0.9862
C -1.5256 5.8918 -0.5230
C -1.0788 3.7476 0.5302
C -0.4416 -1.4327 -3.6583
C -1.3506 3.0642 -0.6787
H 1.3222 3.3204 -0.8816
H 4.4227 1.0219 0.7129
H 3.2310 -1.4312 -2.6846
H 1.4238 3.0822 0.8784
H -2.1495 -0.6311 7.3927
H 1.7129 0.1241 -5.7579
H -3.5015 -2.3268 1.4675
H -2.9825 -3.9047 -1.9091
H -1.9072 3.3235 -2.7218
H 0.8979 -2.9410 -0.7449
H -2.3442 -3.5216 0.8903
H 2.3233 1.2532 -3.6474
H 4.7462 2.7635 0.5143
H -1.6277 -4.7769 -2.6424
H -4.4736 -0.8462 -0.5744
H -1.0006 5.6354 1.5315
H -2.0639 5.7803 -2.6073
H -1.2602 -2.1430 -3.6747
H 2.5947 4.1290 0.0554
H -1.8062 -4.1280 4.9495
H 0.4772 -4.6319 -1.0374
H 4.2210 -1.7061 -1.2285
H -0.9785 3.5455 2.7054
H -2.0976 -5.1219 -0.9689
H -3.2772 -0.1177 0.5259
H -1.5967 6.9688 -0.4612
H 3.5757 2.1761 1.7252
H -3.9886 -3.4879 0.2120
H -2.2282 -3.0911 7.1521
H 4.9371 0.4517 -2.9118
H -3.0326 -0.0160 -1.2214
H 0.6979 -3.5356 -2.4190
H 4.7329 1.8691 -1.8653
H 2.4748 -1.5375 -1.0699
H -1.3143 -2.6892 2.9823
H -1.6524 0.7885 5.4167
H 5.6119 0.4477 -1.2730
H -0.0761 -1.5962 -5.7605
*
```

Table of Mulliken atomic charges, one value per atom, all in e: 1.999 -0.601 -0.489 -0.788 -0.576 -0.586 0.703 0.985 -0.918 0.305 0.492 0.543 0.412 0.328 0.638 -0.422 -0.992 -0.687 0.278 -0.939 -0.573 -0.387 -0.140 -1.375 -1.193 -1.457 -0.387 -0.174 -0.698 -1.392 -0.899 -1.399 -1.396 -0.798 0.330 -0.919 -0.424 -0.586 -0.864 -0.416 0.125 -0.761 0.875 0.107 0.285 0.270 0.424 0.269 0.358 0.393 0.434 0.478 0.419 0.451 0.179 0.443 0.521 0.295 0.413 0.534 0.399 0.391 0.454 0.520 0.400 0.519 0.438 0.408 0.374 0.290 0.399 0.385 0.323 0.386 0.405 0.355 0.280 0.398 0.207 0.362 0.460 0.371 0.426

[2]
DFT (wB97M-V/def2-TZVPD) results for a structure of composition C30H38N12O3P2PtS at a distorted geometry.

E_HOMO (spin up / spin down) = -13.3348 / -13.1761 eV
relative energy (zero: lowest compared OMol25 entry of this formula, charge and spin) = 462.19 kJ/mol
E_LUMO (spin up / spin down) = -8.0 / -8.0 eV
orbital gap (spin up / spin down) = 5.3621 / 5.1828 eV

```
! RIJCOSX wB97M-V def2-TZVPD def2/J DEFGRID3
* xyz 2 1
Pt -0.3792 -0.2304 -0.2195
S 0.4736 0.6819 1.9989
P 0.1826 -2.7765 -0.5847
P -0.1396 2.6294 -0.6966
O 0.0703 -4.3132 -0.9454
O 1.6059 -2.4813 -1.3731
O 0.7263 -2.6997 0.9316
N 1.7524 0.3051 -0.8979
N -4.1536 -0.3562 0.6900
N -2.1432 -1.5553 0.2838
N -1.8309 -2.8506 0.3284
N -4.1237 2.0277 0.3695
N -0.6887 -1.4820 3.1709
N -3.2306 2.8707 -0.0499
N -0.8472 0.3528 4.3378
N -2.1552 2.2329 -0.3432
N -2.2999 0.9296 -0.0958
N -2.8625 -3.5401 0.6685
N -3.8744 -2.7495 0.8562
C 0.9004 -4.6179 2.4247
C -1.1640 6.4741 -1.6208
C 3.4904 -3.7963 -2.1225
C -0.9989 -5.1653 -1.3874
C 2.3540 1.4310 -0.2706
C -0.7284 1.7404 4.7054
C -0.4094 -0.1654 3.1760
C -1.2615 -6.2786 -0.3869
C -3.5618 0.8146 0.3411
C 1.6270 -3.6978 1.4622
C -1.4073 -0.6564 5.0703
C -0.5851 4.3802 -0.6171
C -1.3134 -1.8024 4.3425
C -1.2756 7.0470 -0.3640
C 2.2410 3.7537 0.3735
C 3.5134 3.6642 0.9099
C -0.0211 1.3687 -5.1107
C 3.6226 1.3477 0.2873
C -0.1635 2.1145 -2.4353
C 1.6539 2.6475 -0.2357
C -0.8262 5.1366 -1.7553
C 4.1970 2.4582 0.8803
C -1.1609 1.0944 -4.3739
C 0.9825 2.3946 -3.1843
C -3.4413 -1.5084 0.6127
C 2.1393 -3.2005 -2.4829
C -1.2332 1.4537 -3.0381
C -0.7119 4.9529 0.6497
C 1.0479 2.0236 -4.5156
C -1.0458 6.2881 0.7733
H 1.5458 -5.4538 2.6829
H -5.1480 -0.3831 0.8629
H -1.6480 -2.7955 4.5645
H 3.4206 -4.3666 -1.2008
H -1.8967 -4.5716 -1.5562
H 5.1815 2.3749 1.3099
H -0.5433 4.3428 1.5278
H 4.2435 -3.0223 -2.0047
H -0.3970 -2.1125 2.4242
H 1.6423 0.4594 -1.9032
H -0.7458 4.6923 -2.7361
H 0.6382 -4.0954 3.3421
H 0.2722 2.0983 4.4561
H -1.3356 7.0749 -2.5000
H -0.8986 1.8516 5.7736
H -2.0073 0.6088 -4.8342
H -1.8078 -0.4988 6.0511
H 2.4280 -3.1519 1.9669
H -1.4615 2.3418 4.1613
H 3.9695 4.5314 1.3622
H 1.4530 -3.9994 -2.7667
H 2.3145 -0.5374 -0.7611
H -2.1483 1.2499 -2.5077
H -1.8592 -7.0435 -0.8764
H 4.1672 0.4157 0.2473
H 2.0414 -4.2744 0.6362
H -1.1248 6.7402 1.7491
H 1.8076 2.9231 -2.7236
H -1.5433 8.0866 -0.2671
H -0.0030 -5.0149 1.9705
H 3.8017 -4.4666 -2.9191
H -0.3217 -6.7230 -0.0670
H 0.0343 1.0806 -6.1475
H -1.8099 -5.9127 0.4778
H 1.9316 2.2570 -5.0880
H -0.6727 -5.5917 -2.3419
H 1.7053 4.6904 0.4080
H 2.2296 -2.4956 -3.3125
*
```

Table of Mulliken atomic charges, one value per atom, all in e: 1.865 -0.125 -0.265 2.923 -0.125 -0.059 -0.082 -0.187 -0.008 0.252 0.577 -0.795 0.913 -0.594 0.184 0.168 -0.040 -0.730 -0.939 -1.268 -0.837 -1.141 -0.322 0.213 -0.819 -0.277 -1.214 0.198 -0.079 -0.581 -0.361 -0.537 -0.686 -1.140 -0.990 -0.757 -0.769 0.236 0.892 -0.738 -0.773 -0.784 -0.624 0.108 -0.168 -0.239 -0.103 -0.801 -0.707 0.431 0.262 0.509 0.234 0.357 0.467 0.620 0.316 -0.196 0.226 0.406 0.342 0.340 0.464 0.345 0.518 0.479 0.356 0.307 0.490 0.168 0.094 0.433 0.459 0.602 0.098 0.454 0.608 0.438 0.223 0.419 0.306 0.472 0.237 0.493 0.440 0.581 0.337

[3]
DFT (wB97M-V/def2-TZVPD) results for a structure of composition C30H38N3O6PtS2Si2 at a distorted geometry.

E_HOMO = -11.6340 eV
relative energy (zero: lowest compared OMol25 entry of this formula, charge and spin) = 0.00 kJ/mol
E_LUMO = -4.1 eV
orbital gap = 7.5129 eV

```
! RIJCOSX wB97M-V def2-TZVPD def2/J DEFGRID3
* xyz 1 1
Pt 0.1608 0.3291 -0.2423
S -0.1956 3.4884 0.9314
S -2.6015 1.6774 -0.9936
Si -1.3605 -2.6977 0.4645
Si 1.7459 -2.7452 -0.2859
O 0.2509 2.4865 -0.0983
O -1.7963 2.1119 -2.1031
O -3.8837 1.1028 -1.2743
O -1.8461 0.6249 -0.1403
O 0.5758 4.6872 0.8029
O -0.2667 2.8999 2.2547
N 0.6270 0.3003 1.8056
N 2.0998 0.5352 -0.3764
N 0.3502 0.3864 -2.3090
C -0.2307 0.3374 -4.6022
C 2.7907 0.6452 0.7590
C 1.9174 1.1221 -3.9626
C 1.4910 -4.5439 -0.7433
C 2.5159 -2.7647 1.4272
C -2.8850 3.1157 0.0138
C -3.0753 -1.9453 0.4682
C -0.1725 0.5682 2.8439
C 2.5447 0.6764 3.2104
C 3.0265 -2.1470 -1.5370
C -4.2111 3.5362 0.0303
C 4.1236 1.0218 0.6994
C -1.6441 0.3376 2.8018
C 1.7205 0.7190 4.3356
C 0.9699 0.8965 -4.9554
C 0.3742 0.6984 4.1368
C 4.6590 1.3776 -0.5271
C 1.5865 0.8427 -2.6611
C 2.5636 0.9407 -1.5655
C 3.8704 1.3755 -1.6678
C -2.2625 5.1280 1.1691
C -1.8147 -0.6484 -2.9788
C -1.9003 3.9117 0.6044
C -0.8226 -3.1024 2.2206
C 1.9815 0.5028 1.9779
C -3.5834 5.5466 1.1715
C -1.6797 -4.2796 -0.5058
C 0.0893 -1.7858 -0.4307
C -4.5614 4.7429 0.6144
C -0.5336 0.0648 -3.2640
H -3.2085 -0.9501 0.8703
H -0.9748 0.0940 -5.3475
H 2.1165 -3.6049 1.9972
H 2.1430 0.7967 5.3276
H 3.5938 -2.9225 1.3314
H -3.8418 6.4989 1.6145
H -1.6117 -4.1120 -1.5839
H 3.6453 -3.0078 -1.8003
H -1.8424 -0.6571 3.2063
H -0.3182 0.7942 4.9607
H -1.6937 -3.2524 2.8620
H 0.9182 -4.6915 -1.6589
H -1.4913 5.7415 1.6141
H -1.8068 -1.5943 -3.5262
H -4.9596 2.9149 -0.4379
H -0.2009 -2.3236 2.6670
H 1.0248 -5.1203 0.0538
H -5.5969 5.0548 0.6150
H -1.9737 -0.8483 -1.9271
H 2.3622 -1.8731 2.0291
H -1.0399 -5.1196 -0.2547
H 2.8991 1.4945 -4.2108
H -0.1400 -1.9077 -1.4957
H 2.4859 -4.9682 -0.9052
H -3.5017 -1.9506 -0.5375
H -0.2437 -4.0282 2.2421
H 4.2715 1.7090 -2.6121
H 3.7034 -1.3857 -1.1497
H 3.6108 0.8088 3.3090
H -3.6732 -2.6427 1.0650
H 2.5804 -1.7837 -2.4664
H -2.6528 -0.0560 -3.3417
H -2.1284 1.0715 3.4441
H -2.7096 -4.5806 -0.2987
H 1.1936 1.1231 -5.9887
H 5.6904 1.6965 -0.5887
H -2.0575 0.4153 1.8087
H 4.7208 1.0896 1.5948
*
```

Table of Mulliken atomic charges, one value per atom, all in e: 2.647 1.621 1.869 0.750 0.473 -0.770 -0.724 -0.754 -1.973 -0.786 -0.696 0.937 0.599 0.875 -1.174 0.725 -0.710 -1.419 -0.967 0.265 -1.131 0.528 -0.162 -1.118 -0.378 -0.997 -0.996 -1.534 -1.137 -0.824 -1.518 0.745 0.383 -0.721 -1.053 -1.249 -0.325 -1.028 -0.029 -0.615 -1.411 -0.217 -0.775 1.290 0.162 0.598 0.422 0.484 0.454 0.416 0.311 0.597 0.361 0.586 0.412 0.359 0.499 0.497 0.581 0.202 0.298 0.417 -0.602 0.249 0.423 0.531 0.244 0.419 0.297 0.380 0.596 0.274 0.537 0.572 0.278 0.614 0.640 0.426 0.470 0.467 -0.630 0.643

[4]
DFT (wB97M-V/def2-TZVPD) results for a structure of composition C30H38N4OTl at a distorted geometry.

E_HOMO = -1.0783 eV
E_LUMO = 2.5 eV
orbital gap = 3.6160 eV

```
! RIJCOSX wB97M-V def2-TZVPD def2/J DEFGRID3
* xyz -1 1
Tl 0.5192 0.4740 0.1121
O -0.0158 2.4468 0.4324
N 1.0359 -0.1362 -2.3678
N 1.1113 4.3121 0.4887
N -1.4832 2.6357 -2.2443
N 2.5415 -1.4967 -1.5497
C 1.4493 -0.7622 -1.1772
C 0.7784 4.2688 -2.5699
C -0.5058 4.8034 -2.5859
C -3.1309 -0.1543 -0.8414
C 3.8079 -1.9409 0.5090
C -0.2417 2.0731 -2.3739
C 3.1659 -2.4244 -0.6501
C -2.1643 -0.5348 0.2103
C -0.1664 0.6328 -2.3699
C 2.2600 -4.2971 -2.0609
C -0.7792 -0.3876 2.0721
C 1.9344 -0.4338 -3.3783
C 4.4091 -2.8637 1.3793
C 3.6296 -4.6970 0.0273
C -1.3259 4.4321 0.6563
C 2.8208 -1.2746 -2.9175
C -1.3821 -2.8186 -0.7211
C 3.8695 -0.4680 0.7967
C -0.5204 -1.6405 1.4162
C -1.6079 3.9521 -2.4361
C -0.0629 3.6914 0.5344
C 3.0221 -3.8092 -0.8733
C 0.5073 -2.6233 1.8230
C 4.3241 -4.2378 1.1428
C 4.9998 -5.2099 2.0678
C -1.3752 -1.7298 0.2754
C -0.0312 0.1662 3.2296
C 0.9273 2.8968 -2.4312
C -1.8148 0.2849 1.3245
C -2.2983 1.6527 1.5496
H 0.9938 -0.2590 3.3881
H -2.5788 2.2152 0.6251
H -2.1988 -3.5355 -0.4710
H -1.5687 -2.5154 -1.7796
H -1.7435 4.2945 1.6566
H 1.6697 4.8822 -2.6779
H 4.5684 -6.2119 1.9766
H -0.4525 -3.4300 -0.7538
H 1.9594 3.7679 0.3381
H 3.6954 -1.7859 -3.3556
H -3.1460 -0.8514 -1.7088
H 2.9646 -0.1003 1.3110
H -1.0804 5.4801 0.5079
H 0.9427 -3.2406 1.0016
H 1.8889 2.3792 -2.3790
H 1.1135 5.3072 0.5758
H -3.2145 1.6298 2.1762
H -2.6257 4.3615 -2.4057
H -4.1575 -0.1916 -0.4065
H 4.0366 0.1462 -0.0961
H -2.0703 4.1397 -0.0935
H 4.9530 -2.4967 2.2485
H -1.1139 0.0827 -2.4534
H 4.7029 -0.2626 1.4789
H 3.5465 -5.7581 -0.1745
H -1.5918 2.3146 2.0930
H 2.8600 -4.2736 -2.9793
H 1.7903 0.0449 -4.3563
H 1.3357 -3.7374 -2.2532
H -0.6636 5.8675 -2.6769
H -3.0093 0.8708 -1.2779
H 6.0737 -5.3010 1.8545
H 0.1103 1.2786 3.2365
H 1.9703 -5.3369 -1.8988
H 0.0434 -3.3477 2.5354
H -0.6071 -0.0741 4.1528
H 1.3950 -2.2068 2.3550
H 4.9106 -4.8959 3.1136
*
```

Table of Mulliken atomic charges, one value per atom, all in e: 0.628 -0.193 0.595 -0.269 -0.222 0.813 -1.081 -0.566 -0.451 -1.352 1.215 0.725 -0.184 0.626 -1.807 -1.884 0.433 -0.656 -0.962 -1.015 -1.808 -0.731 -1.664 -1.552 0.219 -0.621 0.590 1.225 -0.937 1.026 -1.538 0.635 -1.016 -0.271 0.544 -1.226 0.143 0.217 0.346 0.236 0.367 0.428 0.365 0.247 0.207 0.506 0.338 -0.014 0.482 0.034 0.463 0.239 0.313 0.447 0.332 0.197 0.268 0.374 0.360 0.554 0.343 0.161 0.360 0.534 0.258 0.382 0.242 0.292 0.160 0.429 0.350 0.330 0.074 0.368

[5]
DFT (wB97M-V/def2-TZVPD) results for an isolated molecule of C30H38O7.

E_HOMO = -7.7464 eV
E_LUMO = 0.1 eV
orbital gap = 7.8264 eV
structure (SMILES) = COc1cc(/C=C2\CC(C(C)(C)C)C/C(=C\c3cc(OC)c(OC)c(OC)c3)C2=O)cc(OC)c1OC

```
! RIJCOSX wB97M-V def2-TZVPD def2/J DEFGRID3
* xyz 0 1
O 6.0030 -2.2728 0.3723
O 0.3594 1.9128 2.8814
O 7.1028 2.2427 -0.3955
O 7.6841 -0.5624 -0.4545
O -6.5044 -1.0134 1.7855
O -7.2859 0.3190 -0.4289
O -5.4066 2.2504 -1.5833
C 5.5763 -0.9800 0.4404
C -0.7519 1.0651 -0.4326
C 4.9327 1.7076 0.5469
C 1.4862 0.7192 1.1654
C 5.1137 -3.2903 0.7560
C 0.3055 1.3266 1.8146
C -4.3275 0.0543 1.7569
C -0.5740 -1.3243 -1.3896
C 6.5183 -0.0256 0.0032
C -1.2525 -0.9756 -2.7204
C 1.1720 -0.4446 0.2745
C -6.0153 0.5259 0.0777
C 3.9933 0.7628 0.9470
C -3.4496 0.9517 1.1455
C -2.1146 1.1166 1.7096
C 4.3305 -0.5886 0.8977
C 0.1896 -0.0820 -0.8572
C -7.5622 -0.9878 -0.8922
C -5.5906 -0.1588 1.2370
C 6.1767 1.3346 0.0560
C 2.7011 1.2217 1.4337
C 0.4189 -2.4614 -1.6668
C -0.9497 1.1532 1.0494
C -3.8844 1.6627 0.0410
C -6.6648 2.2549 -2.2214
C 8.8655 0.2053 -0.4834
C -5.1563 1.4646 -0.5024
C 6.8136 3.6137 -0.2832
C -6.1817 -1.6602 2.9915
C -1.6373 -1.8168 -0.4050
H -7.0674 -2.2338 3.2610
H -2.4381 -1.0916 -0.2905
H 1.2412 -2.1111 -2.2871
H -5.3333 -2.3416 2.8694
H -6.6090 3.0661 -2.9479
H -0.0824 -3.2697 -2.1950
H 4.2064 -3.2875 0.1421
H -5.9613 -0.9411 3.7862
H 0.7311 -1.2235 0.9024
H -0.5149 -0.6523 -3.4519
H 9.6662 -0.5134 -0.6592
H -3.9943 -0.4773 2.6331
H -0.3076 2.0116 -0.7558
H -7.4750 2.4454 -1.5162
H -8.5595 -0.9394 -1.3267
H 7.6962 4.1268 -0.6630
H -2.0715 -2.7459 -0.7686
H 2.7270 2.1076 2.0589
H 4.8366 -3.2108 1.8128
H -3.2687 2.4223 -0.4119
H -6.8556 1.3153 -2.7463
H 5.9459 3.8955 -0.8883
H -1.9892 -0.1853 -2.6055
H 6.6447 3.9084 0.7574
H 0.7915 0.2875 -1.6951
H -2.0650 1.1530 2.7920
H -1.7637 -1.8501 -3.1170
H 5.6514 -4.2236 0.5963
H 9.0384 0.7150 0.4676
H -7.5522 -1.7173 -0.0804
H 3.6361 -1.3162 1.2815
H 4.6588 2.7488 0.5940
H -1.2119 -2.0077 0.5773
H -1.7119 0.9675 -0.9305
H 0.8273 -2.8697 -0.7467
H -6.8425 -1.2927 -1.6612
H 8.8536 0.9425 -1.2889
H 2.0887 -0.8324 -0.1649
*
```

Table of Mulliken atomic charges, one value per atom, all in e: -0.460 -0.659 -0.454 -0.481 -0.454 -0.557 -0.420 0.866 -1.004 -0.819 -0.215 -0.853 -0.872 -0.621 1.827 0.699 -1.889 -0.052 0.926 -0.518 0.110 -0.831 -0.919 0.352 -0.759 1.010 1.155 -0.863 -2.190 0.594 -0.675 -0.782 -0.783 0.187 -0.932 -0.933 -1.487 0.255 0.090 0.392 0.362 0.289 0.559 0.313 0.348 0.162 0.445 0.281 0.573 0.302 0.316 0.269 0.248 0.565 0.606 0.348 0.599 0.260 0.352 0.236 0.362 0.564 0.571 0.461 0.253 0.323 0.255 0.631 0.572 0.268 -0.213 0.325 0.308 0.233 0.668